# 1
{"formula": "C7H10", "method": "ωB97M-V/def2-TZVPD", "smiles": "C=CC1CC(=C)C1", "total_charge": 0, "e_homo_ev": -9.314, "lumo_energy_ev": 1.147, "relative_energy_kcal_mol": 44.02, "orbital_gap_ev": 10.5, "elements": ["C", "C", "C", "C", "C", "C", "C", "H", "H", "H", "H", "H", "H", "H", "H", "H", "H"], "coordinates": [[1.798, -0.161, 1.851], [1.800, 0.280, 0.597], [0.836, -0.100, -0.487], [-0.329, -1.069, -0.151], [-1.308, 0.006, -0.581], [-2.623, 0.037, -0.746], [-0.204, 1.019, -0.816], [1.098, -0.917, 2.200], [2.499, 0.223, 2.587], [2.527, 1.043, 0.311], [1.384, -0.413, -1.383], [-0.404, -1.340, 0.907], [-0.359, -1.992, -0.741], [-3.241, -0.834, -0.541], [-3.126, 0.935, -1.096], [-0.160, 1.444, -1.824], [-0.187, 1.837, -0.087]], "nbo_charge": [-0.409, -0.162, -0.251, -0.447, 0.041, -0.415, -0.437, 0.189, 0.202, 0.198, 0.214, 0.217, 0.221, 0.200, 0.200, 0.218, 0.221]}

=====

# 2
{"formula": "C7H10", "method": "ωB97M-V/def2-TZVPD", "total_charge": 0, "e_homo_ev": -7.872, "lumo_energy_ev": 1.146, "relative_energy_kcal_mol": 118.68, "orbital_gap_ev": 9.0, "elements": ["C", "C", "C", "C", "C", "C", "C", "H", "H", "H", "H", "H", "H", "H", "H", "H", "H"], "coordinates": [[-1.084, 1.222, 0.640], [-0.179, 0.083, 1.069], [-1.039, -0.908, -1.603], [0.045, -1.161, -0.873], [1.329, -0.357, -0.812], [1.212, 0.057, 0.600], [1.550, 0.485, 1.762], [-2.158, 0.995, 0.551], [-0.955, 1.918, 1.456], [-0.787, 1.713, -0.299], [-0.690, -0.747, 1.555], [-1.836, -1.641, -1.686], [-1.166, 0.023, -2.151], [0.089, -2.074, -0.281], [1.287, 0.528, -1.456], [2.210, -0.948, -1.068], [2.172, 0.810, 2.596]], "nbo_charge": [-0.667, -0.176, -0.424, -0.137, -0.497, -0.073, -0.190, 0.224, 0.228, 0.202, 0.210, 0.203, 0.192, 0.201, 0.229, 0.232, 0.242]}